Entry 1:
The molecule C8H4Cl3NO3S in a non-equilibrium geometry. Source: the Open Molecules 2025 dataset; level of theory: ωB97M-V with the def2-TZVPD basis set.

Last column: natural (NBO) charge in e.
Positions of all 20 atoms, in Å:
O -3.102 -2.095 1.979  -0.518
O 1.177 2.929 -2.513  -0.867
O 3.237 2.501 -1.292  -0.877
Cl -2.800 -1.467 -1.451  0.050
Cl -3.341 0.748 0.413  0.027
Cl 2.583 0.463 -3.308  -0.206
C -2.285 -1.588 1.267  0.635
C 1.158 -0.497 1.320  -0.248
C 1.819 0.313 0.407  -0.139
C -0.228 0.605 -0.900  -0.144
C -0.190 -0.809 1.082  0.188
C -0.857 -0.232 0.031  -0.058
C 1.160 0.886 -0.684  -0.330
N -1.019 -1.686 1.779  -0.593
C -2.283 -0.684 0.061  -0.141
S 2.048 1.917 -1.913  2.045
H 1.710 -0.921 2.146  0.232
H 2.850 0.500 0.560  0.245
H -0.768 1.039 -1.765  0.264
H -0.868 -1.920 2.781  0.435

Computed properties:
* E_HOMO: -9.7561 eV
* structure (SMILES): O=C1Nc2ccc(S(=O)(=O)Cl)cc2C1(Cl)Cl
* LUMO level: -0.699 eV
* orbital gap: 9.06 eV
* energy relative to the best compared isomer or geometry (same formula, charge and spin): 2.00 kcal per mole


Entry 2:
A structure of composition C8H4Cl6CrO12S2 in a non-equilibrium geometry. Source: the Open Molecules 2025 dataset; level of theory: ωB97M-V with the def2-TZVPD basis set.

Last column: Mulliken spin population.
Positions of all 33 atoms, in Å:
Cr 0.245 1.483 0.424  3.653
S 2.173 1.126 2.377  0.000
O 1.252 0.030 2.112  0.030
O 3.400 0.366 2.486  0.003
O 2.034 1.994 1.218  0.012
O 1.574 1.682 3.574  0.009
S -1.575 2.649 2.126  0.001
O -1.080 1.252 2.124  0.037
O -2.968 2.828 1.734  0.001
O -1.167 3.053 3.419  0.002
O -0.615 3.139 1.113  0.024
C 0.688 -4.000 0.287  0.381
C 1.166 -2.623 0.174  -0.007
C 0.089 -1.525 -0.266  -0.064
O 0.465 -0.332 -0.562  0.025
C -1.303 -1.946 -0.110  0.167
C -1.632 -3.231 0.015  0.006
C -0.620 -4.353 0.214  0.037
O -0.942 -5.631 0.286  0.314
O -2.877 -3.462 0.428  0.119
O 2.309 -2.289 0.424  0.083
H 1.444 -4.764 0.396  0.002
H -2.047 -1.165 -0.053  0.002
C 3.020 2.208 -2.233  0.005
Cl 1.343 2.812 -1.897  0.006
Cl 3.363 0.601 -1.390  0.003
Cl 4.156 3.545 -1.998  0.000
H 3.060 2.023 -3.306  0.000
C -3.087 0.920 -2.569  0.075
Cl -3.101 1.924 -4.081  0.016
Cl -1.876 1.602 -1.402  0.056
Cl -2.822 -0.854 -2.970  0.004
H -4.069 0.938 -2.095  -0.002

Computed properties:
* E_HOMO (spin up / spin down): 2.2317 / 1.8314 eV
* LUMO level (spin up / spin down): 5.525 / 4.810 eV
* total charge: -3
* orbital gap (spin up / spin down): 3.29 / 2.98 eV
* 2S+1: 6


Entry 3:
A structure of composition C8H4Cl6O9P2Ti. Source: the Open Molecules 2025 dataset; level of theory: ωB97M-V with the def2-TZVPD basis set.

Last column: natural (NBO) charge in e.
Positions of all 30 atoms, in Å:
Ti -0.668 0.041 -0.459  1.649
Cl 0.765 -4.502 2.827  -0.015
C 0.150 -2.874 2.830  -0.050
C 0.001 -2.210 1.624  -0.229
C -0.490 -0.905 1.548  -0.351
Cl -2.923 0.010 -0.251  -0.419
C -0.819 -0.308 2.759  0.034
Cl -1.447 1.318 2.752  0.000
C -0.680 -0.953 3.986  -0.125
Cl -1.114 -0.165 5.471  -0.003
C -0.189 -2.256 4.027  -0.110
Cl -0.010 -3.088 5.536  -0.002
O 1.251 1.776 -3.554  -1.007
P -0.026 0.768 -3.555  2.583
O -0.843 1.042 -4.749  -1.141
O -0.651 0.991 -2.166  -1.101
O 0.669 -0.647 -3.525  -1.112
P 0.435 -2.058 -2.677  2.536
O 1.769 -2.656 -2.483  -1.146
O -0.732 -2.763 -3.240  -1.142
O -0.031 -1.390 -1.226  -0.969
H 1.300 2.156 -4.437  0.493
H 0.283 -2.728 0.716  0.253
Cl -1.368 3.573 0.095  -0.058
C 0.295 3.530 -0.558  -0.480
C 1.168 2.452 0.077  0.800
O 2.295 2.750 0.415  -0.622
O 0.644 1.272 0.213  -0.743
H 0.752 4.495 -0.374  0.218
H 0.216 3.329 -1.624  0.257

Computed properties:
* E_HOMO: -3.6572 eV
* LUMO level: 4.100 eV
* total charge: -2
* orbital gap: 7.76 eV
* energy relative to the best compared isomer or geometry (same formula, charge and spin): 0.00 kcal per mole


Entry 4:
A structure of composition C8H4N2O5Tb in a non-equilibrium geometry. Source: the Open Molecules 2025 dataset; level of theory: ωB97M-V with the def2-TZVPD basis set.

Last column: Mulliken spin population.
Positions of all 20 atoms, in Å:
O -0.008 5.385 -2.055  0.000
C 0.001 4.250 -1.992  0.000
Tb 0.044 -0.651 -1.000  6.076
O -0.015 0.209 -4.546  0.000
C -0.002 0.089 -3.407  -0.002
C -0.005 -3.108 -1.316  -0.008
O -0.029 -4.267 -1.343  0.000
C -2.338 -0.034 -1.567  -0.009
O -3.470 0.184 -1.669  -0.001
C 2.417 -0.054 -1.593  -0.011
O 3.552 0.176 -1.713  -0.001
N -0.092 -1.420 2.118  0.002
C -0.058 -0.809 3.297  -0.005
C 0.031 0.565 3.052  -0.001
C 0.052 0.746 1.680  -0.020
N -0.029 -0.506 1.093  -0.016
H -0.149 -2.399 1.907  -0.003
H -0.093 -1.363 4.211  0.000
H 0.076 1.343 3.770  -0.001
H 0.115 1.662 1.074  -0.001

Computed properties:
* E_HOMO (spin up / spin down): -21.3563 / -21.3573 eV
* LUMO level (spin up / spin down): -14.034 / -13.687 eV
* total charge: +3
* orbital gap (spin up / spin down): 7.32 / 7.67 eV
* energy relative to the best compared isomer or geometry (same formula, charge and spin): 0.00 kcal per mole
* 2S+1: 7


Entry 5:
A structure of composition C8H5CeCl2NO3Sc in a non-equilibrium geometry. Source: the Open Molecules 2025 dataset; level of theory: ωB97M-V with the def2-TZVPD basis set.

Last column: Mulliken spin population.
Positions of all 21 atoms, in Å:
Sc -0.863 1.366 -3.178  0.002
Ce -0.744 -0.734 -0.679  1.012
Cl -0.851 2.049 -0.802  -0.002
Cl 0.768 -0.407 -3.220  -0.002
C -0.258 -3.096 -1.289  -0.002
C -2.915 2.371 -3.181  0.000
C -1.627 0.650 -5.206  0.000
O -0.055 -4.212 -1.530  0.001
O -3.849 3.060 -3.174  0.000
O -1.873 0.406 -6.311  0.000
C 1.583 0.072 3.668  -0.001
C 2.378 -0.527 2.671  -0.001
C 1.807 -0.759 1.424  0.000
N 0.463 -0.431 1.152  -0.006
C -0.285 0.180 2.163  -0.001
C 0.254 0.434 3.428  -0.001
H 2.015 0.254 4.638  0.000
H 3.402 -0.815 2.835  0.000
H 2.318 -1.205 0.563  0.000
H -1.302 0.443 1.856  0.000
H -0.366 0.899 4.171  0.000

Computed properties:
* E_HOMO (spin up / spin down): -23.1244 / -23.1250 eV
* LUMO level (spin up / spin down): -17.783 / -17.759 eV
* total charge: +4
* orbital gap (spin up / spin down): 5.34 / 5.37 eV
* energy relative to the best compared isomer or geometry (same formula, charge and spin): 0.00 kcal per mole
* 2S+1: 2


Entry 6:
A structure of composition C8H5Cl2ErGaNO3 in a non-equilibrium geometry. Source: the Open Molecules 2025 dataset; level of theory: ωB97M-V with the def2-TZVPD basis set.

Last column: Mulliken spin population.
Positions of all 21 atoms, in Å:
Ga -3.108 0.594 -3.907  0.000
Er -0.049 -1.334 -0.437  3.027
Cl -2.108 1.176 -2.085  0.000
Cl 1.186 -2.848 -1.813  -0.017
C -1.687 -2.409 0.792  -0.002
C -3.433 2.721 -4.013  0.000
C -3.134 -1.101 -4.620  0.000
O -2.532 -3.018 1.322  0.000
O -3.306 3.806 -3.639  0.000
O -3.060 -2.224 -4.973  0.000
C 2.711 0.824 2.901  0.001
C 2.956 -0.358 2.229  -0.001
C 2.016 -0.830 1.333  -0.002
N 0.855 -0.145 1.150  -0.006
C 0.633 1.053 1.756  0.001
C 1.546 1.542 2.661  -0.001
H 3.453 1.195 3.592  0.000
H 3.853 -0.952 2.377  0.000
H 2.141 -1.734 0.718  -0.001
H -0.274 1.567 1.476  0.001
H 1.342 2.474 3.182  0.000

Computed properties:
* E_HOMO: -21.9807 eV
* LUMO level: -18.396 eV
* total charge: +4
* orbital gap: 3.58 eV
* energy relative to the best compared isomer or geometry (same formula, charge and spin): 0.00 kcal per mole
* 2S+1: 4


Entry 7:
A structure of composition C8H5ClN4O5STi in a non-equilibrium geometry. Source: the Open Molecules 2025 dataset; level of theory: ωB97M-V with the def2-TZVPD basis set.

Last column: natural (NBO) charge in e.
Positions of all 25 atoms, in Å:
Ti -0.107 0.966 -0.426  1.290
O -3.103 2.795 0.346  -0.586
Cl -2.013 2.167 -0.138  2.548
O -1.879 2.005 -1.536  -0.701
O -0.714 2.704 0.281  -0.696
O -1.813 0.769 0.354  -0.716
O 0.774 0.403 -1.795  -0.358
N 1.079 1.716 -1.705  -0.116
C 1.563 2.392 -2.687  0.230
C 1.874 1.783 -3.943  0.147
N 2.106 1.251 -4.927  -0.024
C 1.780 3.792 -2.525  0.154
N 1.924 4.921 -2.431  -0.029
S 1.231 0.435 1.402  0.100
C 0.427 -1.107 1.574  0.102
N 0.378 -1.674 2.798  -0.445
C -0.173 -2.878 3.027  0.123
C -0.755 -3.585 1.999  -0.220
C -0.745 -3.035 0.712  -0.045
C -0.138 -1.808 0.491  -0.285
H 0.801 -1.159 3.573  0.465
H -0.134 -3.265 4.037  0.272
H -1.190 -4.556 2.174  0.284
H -1.179 -3.587 -0.110  0.271
H 0.004 -1.445 -0.543  0.236

Computed properties:
* E_HOMO: -17.0588 eV
* LUMO level: -10.232 eV
* total charge: +2
* orbital gap: 6.83 eV
* energy relative to the best compared isomer or geometry (same formula, charge and spin): 39.18 kcal per mole


no.,total energy (a.u.)
1,-2366.48318
2,-5811.95775
3,-5278.34712
4,-1616.21906
5,-2742.90714
6,-4446.77920
7,-2609.92698